Record 1
The following is a DFT calculation (the ωB97M-V functional and the def2-TZVPD basis) of C49H55Cl4CsI2N6O2 as an isolated structure in a non-equilibrium geometry.

Values from the calculation:
**Total charge**: -2
**Relative energy (zero: lowest compared OMol25 entry of this formula, charge and spin)**: 81.9 kcal/mol
**Frontier orbital gap (alpha / beta)**: 4.42 / 5.15 eV
**E_HOMO (alpha / beta)**: -1.94 / -1.94 eV

Each line ends with the Mulliken charge.
Cartesian coordinates (Å):
Cs -1.27 2.36 -1.71  1.58
N -0.03 -0.12 -3.38  -0.08
C 1.13 0.53 -3.98  -1.44
C 1.86 1.33 -2.92  2.66
N 3.01 2.04 -3.48  -0.79
H 0.28 -0.86 -2.76  0.14
H -0.64 -0.55 -4.07  0.26
H 0.77 1.23 -4.75  0.67
H 1.84 -0.15 -4.47  0.33
H 2.21 0.65 -2.13  -1.41
H 1.14 1.99 -2.45  -1.44
H 2.68 2.75 -4.14  0.26
H 3.51 2.53 -2.75  0.34
Cl 4.12 7.27 -1.52  -0.23
C 2.75 6.35 -2.05  0.46
C 2.51 6.20 -3.44  0.40
Cl 3.60 6.93 -4.57  -0.22
C 1.43 5.49 -3.89  0.04
Cl 1.12 5.27 -5.57  -0.19
C 0.50 4.88 -2.98  0.41
O -0.50 4.23 -3.36  -0.74
C 0.77 5.01 -1.53  -0.65
O 0.01 4.44 -0.73  -0.47
C 1.92 5.77 -1.13  0.23
Cl 2.19 5.92 0.56  -0.20
C 0.42 -3.91 4.00  -1.81
C 0.24 -3.97 2.49  3.05
C 1.00 -5.16 1.91  -1.69
C -1.22 -4.00 2.06  -0.17
C -2.17 -4.75 2.74  -0.09
C -3.50 -4.71 2.37  -1.54
C -3.91 -3.87 1.35  -0.34
C -2.99 -3.10 0.64  0.09
C -3.46 -2.05 -0.36  1.69
C -4.70 -1.31 0.13  -1.85
C -3.72 -2.63 -1.75  -1.21
C -1.63 -3.24 0.96  -0.42
N -0.65 -2.46 0.30  0.91
C -0.18 -2.90 -0.80  -1.37
C 0.85 -2.27 -1.63  0.01
C 0.87 -2.65 -2.97  -0.62
C 1.80 -2.15 -3.87  -0.73
C 2.75 -1.25 -3.39  -1.00
C 2.77 -0.87 -2.07  -0.50
C 1.84 -1.37 -1.11  0.32
N 1.77 -0.92 0.14  1.45
C 2.52 -0.97 1.24  -1.01
C 3.61 -1.86 1.53  0.69
C 4.16 -1.88 2.81  -0.30
C 3.74 -1.03 3.82  -1.68
C 2.74 -0.10 3.53  -0.21
C 2.14 -0.05 2.29  0.16
C 1.11 0.99 1.92  2.94
C 1.74 2.03 0.99  -1.29
C 0.43 1.68 3.10  -2.22
C 4.16 -2.81 0.48  1.97
C 5.63 -3.17 0.67  -2.08
C 3.33 -4.09 0.37  -1.06
H 1.47 -3.71 4.23  0.42
H 0.15 -4.85 4.49  0.39
H -0.18 -3.11 4.45  0.38
H 0.67 -3.06 2.07  -1.37
H 0.60 -6.09 2.31  0.50
H 2.06 -5.09 2.15  0.32
H 0.90 -5.19 0.82  0.30
H -1.86 -5.36 3.59  0.36
H -4.23 -5.31 2.91  0.34
H -4.96 -3.79 1.11  0.29
H -2.65 -1.32 -0.44  0.02
H -5.60 -1.94 0.08  0.45
H -4.89 -0.44 -0.51  0.34
H -4.58 -0.96 1.16  0.37
H -4.48 -3.42 -1.70  0.32
H -2.81 -3.07 -2.19  0.21
H -4.09 -1.85 -2.42  0.05
H -0.55 -3.86 -1.20  0.37
H 0.12 -3.36 -3.32  0.39
H 1.77 -2.45 -4.91  0.31
H 3.48 -0.82 -4.07  0.46
H 3.51 -0.16 -1.72  0.69
H 4.96 -2.57 3.02  0.15
H 4.19 -1.07 4.81  0.31
H 2.42 0.60 4.29  0.30
H 0.35 0.46 1.33  -0.93
H 2.49 2.62 1.52  0.32
H 1.02 2.73 0.56  0.27
H 2.24 1.51 0.16  0.10
H 1.13 2.28 3.68  0.46
H -0.04 0.96 3.78  0.46
H -0.35 2.36 2.74  0.31
H 4.09 -2.31 -0.48  -0.47
H 5.80 -3.81 1.54  0.36
H 6.24 -2.27 0.79  0.42
H 5.99 -3.72 -0.20  0.49
H 3.33 -4.63 1.32  0.28
H 3.72 -4.75 -0.41  0.43
H 2.29 -3.86 0.12  -0.06
C -3.26 6.26 -1.19  -0.77
C -3.37 6.57 0.15  -0.52
C -3.54 5.55 1.07  -0.76
C -3.61 4.24 0.60  0.60
N -3.54 3.95 -0.69  -0.36
C -3.35 4.93 -1.56  -0.14
C -3.65 3.06 1.51  -0.01
C -4.47 3.01 2.63  -0.47
C -4.44 1.86 3.41  -0.78
C -3.58 0.83 3.07  -0.95
C -2.78 1.00 1.94  -1.10
N -2.83 2.07 1.16  0.65
H -3.09 7.02 -1.94  0.41
H -3.29 7.60 0.49  0.39
H -3.58 5.75 2.14  0.41
H -3.23 4.62 -2.60  0.62
H -5.13 3.83 2.86  0.52
H -5.08 1.77 4.28  0.41
H -3.52 -0.09 3.63  0.58
H -2.06 0.24 1.64  1.05
I -4.03 0.84 -4.29  -0.40
I -6.72 -0.91 -4.44  -0.51


Record 2
The following is a DFT calculation (the ωB97M-V functional and the def2-TZVPD basis) of one molecule with the formula C5H7NO.

Values from the calculation:
**SMILES**: CC1=CNC(=O)C1
**Relative energy (zero: lowest compared OMol25 entry of this formula, charge and spin)**: 28.6 kcal/mol
**Frontier orbital gap**: 9.85 eV
**E_HOMO**: -9.17 eV

Each line ends with the natural charge from an NBO analysis.
Cartesian coordinates (Å):
C -1.87 0.61 -0.22  -0.63
C -0.42 0.28 -0.04  -0.01
C 0.63 1.10 0.00  -0.05
N 1.90 0.41 0.13  -0.68
C 1.47 -0.88 0.70  0.73
O 2.07 -1.53 1.50  -0.49
C 0.16 -1.13 -0.02  -0.56
H -2.02 1.69 -0.11  0.23
H -2.50 0.08 0.50  0.22
H -2.17 0.31 -1.23  0.22
H 0.64 2.19 -0.04  0.21
H 2.14 0.13 -0.83  0.36
H -0.46 -1.97 0.27  0.24
H 0.55 -1.32 -1.03  0.22


Record 3
The following is a DFT calculation (the ωB97M-V functional and the def2-TZVPD basis) of a 2-piece molecular cluster, C30H27FO5S overall in a non-equilibrium geometry.

Values from the calculation:
**Frontier orbital gap**: 5.05 eV
**E_HOMO**: -7.11 eV

Each line ends with the natural charge from an NBO analysis.
Cartesian coordinates (Å):
C 3.08 1.78 -4.98  -0.64
C 2.30 1.37 -3.76  0.06
C 2.97 1.04 -2.58  -0.22
C 2.27 0.69 -1.44  -0.14
C 0.85 0.57 -1.45  -0.09
C 0.19 0.08 -0.30  0.07
C -1.22 0.05 -0.12  -0.19
C -2.14 0.98 -0.68  -0.06
C -3.51 0.85 -0.53  -0.30
C -4.01 -0.23 0.21  0.36
O -5.37 -0.38 0.48  -0.51
C -6.26 -0.81 -0.51  0.30
C -7.13 -1.84 -0.14  -0.25
C -8.00 -2.38 -1.09  -0.19
C -8.04 -1.84 -2.38  -0.22
C -7.21 -0.77 -2.72  -0.19
C -6.30 -0.24 -1.79  -0.28
C -3.14 -1.14 0.84  -0.26
C -1.78 -0.99 0.68  -0.10
C 0.19 0.87 -2.69  -0.15
C 0.91 1.27 -3.80  -0.24
H 2.49 2.43 -5.63  0.22
H 4.00 2.30 -4.68  0.23
H 3.37 0.90 -5.57  0.23
H 4.06 1.07 -2.56  0.22
H 2.79 0.49 -0.51  0.26
H 0.78 -0.56 0.36  0.26
H -1.76 1.83 -1.25  0.22
H -4.20 1.57 -0.97  0.23
H -7.09 -2.21 0.89  0.23
H -8.64 -3.21 -0.81  0.22
H -8.73 -2.25 -3.12  0.22
H -7.26 -0.32 -3.71  0.22
H -5.65 0.59 -2.03  0.22
H -3.56 -1.95 1.43  0.24
H -1.10 -1.69 1.17  0.23
H -0.89 0.75 -2.76  0.22
H 0.38 1.50 -4.73  0.22
C 3.80 4.13 3.42  -0.63
C 2.42 3.70 3.03  -0.06
O 2.58 2.59 2.09  -0.54
C 1.47 1.83 1.89  0.72
C 1.86 0.40 1.78  -0.23
F 1.04 -0.40 2.52  -0.37
S 3.61 0.08 2.27  2.11
C 3.71 -1.71 2.16  -0.24
C 3.70 -2.48 3.32  -0.21
C 3.70 -3.87 3.21  -0.21
C 3.71 -4.48 1.95  -0.20
C 3.73 -3.69 0.80  -0.22
C 3.74 -2.29 0.90  -0.22
O 4.45 0.59 1.20  -0.95
O 3.82 0.44 3.65  -0.94
O 0.31 2.23 1.89  -0.62
H 3.72 4.93 4.16  0.21
H 4.35 3.30 3.88  0.23
H 4.37 4.50 2.57  0.21
H 1.86 3.36 3.91  0.19
H 1.87 4.49 2.51  0.18
H 3.68 -1.99 4.30  0.25
H 3.69 -4.47 4.12  0.22
H 3.71 -5.56 1.86  0.22
H 3.72 -4.14 -0.19  0.22
H 3.76 -1.67 0.01  0.23


Record 4
The following is a DFT calculation (the ωB97M-V functional and the def2-TZVPD basis) of C11H5HfN2O5 as an isolated structure in a non-equilibrium geometry.

Values from the calculation:
**Total charge**: +3
**Relative energy (zero: lowest compared OMol25 entry of this formula, charge and spin)**: 0.0 kcal/mol
**Frontier orbital gap (alpha / beta)**: 4.76 / 4.76 eV
**E_HOMO (alpha / beta)**: -20.12 / -20.12 eV

Each line ends with the natural charge from an NBO analysis.
Cartesian coordinates (Å):
O 0.24 -5.16 -1.60  -0.26
C 0.39 -4.33 -0.80  0.51
Hf 0.02 -1.54 -0.28  1.63
C 0.82 -1.69 1.69  0.41
O 1.14 -1.70 2.80  -0.15
C -2.10 -1.34 -1.28  0.03
O -3.05 -0.65 -0.84  -0.30
C -1.38 -2.58 0.95  0.41
O -2.02 -3.10 1.79  -0.19
C 1.23 -2.36 -1.81  0.37
O 1.98 -2.73 -2.65  -0.13
H -2.31 -1.77 -2.33  0.28
N -1.89 4.34 2.26  -0.07
C -1.20 3.62 1.64  0.16
C -0.28 2.80 0.83  -0.09
C 0.97 3.32 0.49  -0.01
C 1.85 2.54 -0.26  -0.18
C 1.45 1.24 -0.60  0.07
N 0.27 0.70 -0.20  -0.64
C -0.62 1.50 0.46  0.08
H 1.19 4.33 0.84  0.30
H 2.81 2.92 -0.59  0.30
H 2.09 0.58 -1.19  0.22
H -1.60 1.07 0.67  0.26